Record 1
10
Properties=species:S:1:pos:R:3:forces:R:3 method="wB97M-V/def2-TZVPD" total_charge=0 relative_energy_ev=1.2523 homo_lumo_gap_ev=8.914
C -0.37216 -0.73831 -0.44820 1.4 -1.2 -2.1
C 0.01630 1.08963 1.19346 0.0 -4.1 2.5
N -0.79332 -0.36618 0.83236 1.5 4.2 2.8
I -0.59005 2.17828 2.93934 -0.3 -0.1 -0.6
I -2.78821 -0.06698 0.97560 -0.6 -0.1 -0.2
H 0.81218 -0.75039 -0.41953 -2.4 0.0 -0.5
H -0.76455 -1.75311 -0.59401 0.6 -0.2 0.0
H -0.84456 -0.23099 -1.33843 0.9 0.4 0.8
H 0.16604 1.68139 0.35588 -0.2 1.2 -1.6
H 0.99430 0.76352 1.64232 -0.9 -0.1 -1.2

---

Record 2
111
Properties=species:S:1:pos:R:3:forces:R:3 method="wB97M-V/def2-TZVPD" total_charge=-1 homo_lumo_gap_ev=1.947
C -0.28173 -0.32459 -3.26608 -0.1 0.0 -0.9
C 0.97938 -1.21083 -3.60381 0.0 0.4 1.5
C 1.98450 -1.28545 -2.36596 -1.2 -1.3 -0.7
Br 2.70337 0.48663 -1.90672 -0.1 -0.7 -0.2
Si 3.36383 -2.55485 -2.78788 -1.6 1.2 0.3
C 4.80985 -2.36547 -1.55457 -0.2 0.2 0.0
C 4.48839 -2.68815 -0.06461 1.9 -0.7 -0.5
O 5.29046 -3.31496 0.56234 -0.6 0.2 0.0
Br 2.88531 -2.10701 0.89571 0.3 0.1 -0.7
O 2.59638 -4.08082 -2.77633 2.6 0.1 0.6
Si 3.62346 -5.40462 -2.51712 -2.0 -0.8 -0.4
C 2.53474 -6.75403 -1.67552 0.3 1.0 -0.1
O 1.55139 -7.30132 -2.62679 1.0 -1.3 1.1
C 1.53530 -8.70138 -2.36801 -0.4 -0.4 -0.3
C 2.48111 -9.52031 -3.09134 -1.3 -1.9 1.6
C 2.48089 -10.95499 -2.78021 -1.4 2.0 1.0
C 1.54551 -11.44359 -1.79131 -0.2 0.7 -0.1
C 0.57877 -10.60487 -1.09469 1.5 1.3 -1.6
C 0.58286 -9.17662 -1.38683 1.3 -2.0 -0.9
C 4.32660 -6.20687 -4.09519 0.3 -1.0 -0.8
P 3.25401 -6.06756 -5.59958 -0.5 1.2 -1.8
O 2.39398 -4.86516 -5.65190 0.5 -1.1 0.5
O 2.43348 -7.49230 -5.86503 1.2 1.3 0.7
O 4.30768 -5.95270 -6.90489 -0.7 -1.7 2.4
H -1.06984 -0.89609 -2.70154 1.0 0.5 -0.3
H -0.77138 -0.03680 -4.23722 0.4 -0.2 0.9
H -0.03069 0.62616 -2.73684 -0.1 -0.8 -0.3
H 1.57467 -0.83027 -4.46695 -0.8 -0.4 0.4
H 0.59183 -2.25620 -3.75173 0.7 0.9 -0.3
H 1.37055 -1.71275 -1.52587 0.8 0.9 -0.4
H 3.84111 -2.16591 -4.13129 0.2 -0.3 0.0
H 5.65615 -3.01474 -1.91286 -0.7 0.5 0.9
H 5.20827 -1.31295 -1.60578 -0.7 -0.8 0.0
H 4.74864 -5.15241 -1.61487 0.1 0.2 0.1
H 3.19161 -7.57358 -1.28586 -0.6 0.7 -0.2
H 2.02421 -6.23779 -0.81790 0.2 -0.7 -0.6
H 3.19092 -9.13569 -3.85197 -0.8 0.0 0.7
H 3.20416 -11.62795 -3.28110 -0.7 0.5 0.4
H 1.55748 -12.52781 -1.55545 0.0 0.9 -0.2
H -0.14374 -11.02837 -0.36462 0.7 0.3 -0.7
H -0.11430 -8.47607 -0.88425 0.7 -0.5 -0.5
H 5.37034 -5.87337 -4.35794 -1.1 0.0 0.2
H 4.42283 -7.31011 -3.87223 -0.1 1.0 -0.1
H 1.63451 -7.52410 -5.30559 0.3 0.1 -0.2
H 4.95389 -6.66953 -6.72988 -0.1 0.5 -0.7
N 2.14669 2.50673 2.39368 -0.4 -0.3 0.2
S 2.03865 4.08287 2.51899 -0.3 3.8 -0.3
O 0.88095 4.59222 3.18298 0.0 -1.2 0.1
O 2.55890 4.85650 1.44816 0.1 -1.1 -0.1
F 3.17889 4.29744 3.65461 -0.1 -1.1 -0.1
S 1.08697 1.91876 1.39236 -0.9 -1.6 -1.8
O 0.94227 0.49231 1.50805 0.6 0.4 0.8
O 1.07656 2.43086 0.06120 0.3 0.4 0.7
F -0.31779 2.42542 1.98249 -0.1 0.2 0.4
C -4.44239 0.41294 4.73883 0.0 0.0 0.3
C -3.53524 1.42910 4.05036 -0.4 -0.3 -0.2
C -4.28313 2.37111 3.09021 0.3 0.4 -0.1
O -4.63695 1.77474 1.85047 -0.1 -0.1 0.3
C -5.82008 0.99227 1.89019 0.1 -0.1 -0.3
N -2.44485 0.71131 3.36280 0.6 0.7 0.6
H -4.73181 -0.40455 4.07815 0.0 0.1 -0.1
H -3.92927 -0.03607 5.59363 0.0 0.0 -0.1
H -5.35133 0.88924 5.11222 0.0 0.0 0.0
H -3.09264 2.05132 4.83741 0.0 0.2 -0.1
H -3.61234 3.19703 2.83782 0.0 -0.1 -0.1
H -5.16030 2.82080 3.56846 0.0 -0.1 0.0
H -6.56300 1.40464 2.57799 0.1 0.0 0.0
H -5.58519 -0.04054 2.15816 -0.2 0.0 0.1
H -6.24864 0.98074 0.88708 0.0 0.1 0.0
H -1.79088 1.39890 2.98749 -0.2 0.0 -0.3
H -2.84025 0.28336 2.52765 0.2 -0.2 0.1
C 2.39412 7.39684 5.15537 -1.0 0.5 -0.8
O 3.16804 6.57194 4.65946 0.8 -0.3 0.6
N 2.82424 8.53025 5.77356 0.7 -0.1 0.6
N 1.06156 7.23417 5.12965 0.0 -1.2 1.3
H 2.20932 9.20858 6.17974 -0.1 0.0 -0.3
H 3.81440 8.68381 5.81286 -0.1 0.1 -0.2
H 0.71351 6.40799 4.67854 0.0 0.3 -0.4
H 0.40365 7.88151 5.52730 0.3 0.0 -0.5
Na 4.82859 3.62174 4.54623 0.3 0.4 0.1
O 0.01526 1.37503 5.50219 0.0 0.1 0.2
H -0.65674 1.15426 4.80485 -0.4 -0.3 -0.5
H 0.19720 0.60485 6.07783 -0.1 0.1 -0.2
H -0.25580 2.16161 6.02645 0.1 0.0 -0.2
C -2.45050 8.95260 7.23180 -0.1 0.1 -0.1
Cl -2.97808 10.00762 8.54462 0.1 -0.1 0.0
Cl -0.77671 9.32366 6.77020 -0.2 0.3 0.2
Cl -2.59595 7.25257 7.70280 0.0 0.0 0.0
H -3.09957 9.12683 6.37334 -0.1 -0.1 0.1
C -3.85388 1.51583 -1.18351 -0.1 -0.1 0.2
N -3.36461 1.26041 -2.56349 -0.1 -0.1 0.0
O -3.67961 0.20318 -3.08314 0.2 0.4 -0.1
O -2.68336 2.13100 -3.07262 -0.2 -0.4 0.2
H -4.44215 0.66308 -0.86065 0.1 0.0 -0.1
H -2.98335 1.64880 -0.54567 0.0 0.2 -0.1
H -4.46220 2.41705 -1.21207 0.2 0.0 0.0
F 1.38225 8.61510 3.00673 0.1 0.3 -0.1
N -5.72549 8.62650 5.70502 -0.2 -0.1 -0.1
O -6.95181 8.42822 5.64337 0.0 0.0 0.0
O -5.27595 9.57036 6.39272 0.1 0.1 0.1
O -4.93680 7.88212 5.08529 0.2 0.0 0.1
C -1.96627 2.11708 -6.12532 -0.2 0.0 0.8
C -0.63176 1.92169 -6.78084 0.0 -0.5 -0.3
O -0.80869 2.52547 -8.04886 -0.1 0.4 0.5
C -1.74047 3.50811 -7.86614 -0.4 0.6 -0.4
O -1.94314 4.38806 -8.63794 0.0 -0.3 0.1
O -2.40090 3.35524 -6.68759 0.5 -0.1 -0.5
F -0.36020 0.60384 -6.96118 0.2 0.0 0.0
H -2.68029 1.33117 -6.38394 0.2 -0.1 -0.1
H -1.89336 2.18045 -5.04084 -0.1 0.2 -0.2
H 0.20095 2.40010 -6.25950 0.1 -0.2 0.0

---

Record 3
19
Properties=species:S:1:pos:R:3:forces:R:3 method="wB97M-V/def2-TZVPD" total_charge=+2 relative_energy_ev=5.6818 homo_lumo_gap_ev="8.841 / 8.201"
C -2.52406 0.18622 -0.05722 1.3 0.1 0.5
C -0.42158 -1.23773 -0.71092 -0.2 -0.2 -1.0
C 0.29085 0.12651 -0.53485 -2.9 -3.7 0.3
C 2.56653 0.26328 0.27514 0.2 -0.1 -1.6
N -2.49801 -0.93826 0.51750 3.6 1.1 -1.0
N -3.03824 1.33067 0.01130 -0.8 2.2 -0.3
N 1.11487 0.14856 0.62996 1.0 -2.7 0.1
O -1.28064 -1.68723 0.41142 -0.1 0.8 -0.4
H -1.01286 -1.30920 -1.69183 0.9 0.3 1.4
H 0.29094 -2.10077 -0.66451 -0.3 0.7 -0.2
H 0.21213 0.88426 -1.26093 0.5 1.0 -0.5
H 2.70845 1.19098 -0.21719 0.3 0.9 -0.4
H 3.16555 0.19478 1.12778 0.8 0.0 1.5
H 2.86220 -0.54423 -0.42476 -0.6 0.3 0.4
H -3.23206 -1.51149 0.67817 -3.1 -2.5 0.9
H -2.68107 1.97274 -0.69027 -0.5 0.3 -0.1
H -3.68003 1.77788 0.69730 0.3 -0.9 -0.3
H 0.75102 0.77679 1.31116 0.2 1.2 1.0
H 1.11014 -0.81272 1.08971 -0.7 1.3 -0.4

---

Record 4
16
Properties=species:S:1:pos:R:3:forces:R:3 method="wB97M-V/def2-TZVPD" total_charge=-1 s_squared=0.7537 relative_energy_ev=0.0000 spin_multiplicity=2 homo_lumo_gap_ev="5.999 / 8.702"
O -0.28391 -1.16684 1.29389 0.3 -0.3 0.1
C 0.81072 -1.80619 1.13041 -0.4 0.2 0.2
O 1.13080 -2.84540 1.71548 0.1 -0.1 0.0
C 1.81169 -1.19130 0.14347 0.3 -0.4 -0.1
H 2.74061 -1.75946 0.21369 0.1 0.2 0.1
H 1.47096 -1.26641 -0.88956 -0.3 0.1 0.0
H 1.96911 -0.13961 0.37388 0.1 0.1 0.0
C -0.26972 1.86077 -0.59140 0.2 -0.3 0.3
C -2.21412 0.45182 -0.45759 -0.1 1.1 -0.6
N -0.83757 0.54377 -0.51942 -0.7 -1.1 1.1
H 0.15528 2.04481 -1.58656 -0.2 0.2 0.0
H 0.56760 1.94864 0.11168 -0.1 0.0 0.0
H -1.01440 2.62721 -0.33444 0.1 0.1 -0.2
H -2.80529 1.36811 -0.40648 0.0 -0.2 -0.1
H -2.70542 -0.50209 -0.51717 0.1 -0.2 0.2
H -0.52636 -0.16784 0.32013 0.5 0.6 -1.0